Entry from the OMol25 dataset: 7 unconnected molecules or ions with the total composition C31H44I2N2O18PS in a non-equilibrium geometry (ωB97M-V/def2-TZVPD).

Properties
LUMO energy = -4.8 eV
energy = -109013.56671 eV
total charge = +1
HOMO = -11.6 eV
gap between HOMO and LUMO = 6.824 eV

CARTESIAN COORDINATES (ANGSTROEM)
C 6.92 -1.94 0.08
C 5.59 -2.61 0.54
C 4.65 -1.67 1.32
C 4.15 -0.44 0.49
C 2.66 -0.51 0.09
C 1.67 -0.56 1.31
C 1.10 -1.96 1.36
N 1.42 -2.79 2.33
N 1.04 -4.03 2.50
C 0.25 -4.50 1.58
C -0.19 -5.93 1.71
I 1.05 -7.32 0.68
C -1.26 -6.31 2.41
C -1.61 -7.80 2.51
I -2.45 -4.85 3.37
C -0.24 -3.74 0.47
C 0.20 -2.44 0.36
P -0.39 -1.38 -1.04
S -2.34 -1.47 -1.17
H 7.74 -2.35 0.69
H 7.14 -2.26 -0.94
H 6.92 -0.85 0.18
H 5.08 -3.13 -0.29
H 5.87 -3.41 1.24
H 5.15 -1.30 2.22
H 3.79 -2.28 1.65
H 4.72 -0.45 -0.45
H 4.37 0.46 1.08
H 2.45 0.35 -0.57
H 2.55 -1.41 -0.54
H 0.83 0.13 1.14
H 2.19 -0.29 2.23
H 2.04 -2.41 3.04
H -1.72 -8.25 1.52
H -0.72 -8.27 2.97
H -2.43 -7.99 3.20
H -0.90 -4.18 -0.27
H 0.19 -1.84 -2.24
H -0.05 -0.02 -0.81
C -5.12 -1.95 2.15
C -6.15 -2.92 2.69
O -7.20 -2.05 3.11
C -7.09 -0.90 2.41
O -7.91 -0.04 2.40
O -5.93 -0.86 1.71
H -4.54 -2.36 1.33
H -4.44 -1.59 2.93
H -6.53 -3.59 1.92
H -5.77 -3.51 3.52
C 3.03 4.86 -0.62
C 3.65 4.07 -1.72
O 3.04 2.78 -1.57
C 1.87 2.97 -0.92
O 1.03 2.12 -0.77
O 1.75 4.23 -0.45
H 2.92 5.91 -0.87
H 3.59 4.78 0.32
H 3.40 4.46 -2.71
H 4.73 4.00 -1.64
C -1.60 -8.39 -2.16
C -1.02 -9.21 -3.29
O -1.74 -10.44 -3.18
C -2.91 -10.18 -2.54
O -3.81 -10.95 -2.44
O -2.92 -8.91 -2.04
H -1.63 -7.32 -2.38
H -1.08 -8.54 -1.21
H -1.22 -8.77 -4.27
H 0.05 -9.38 -3.18
C 0.82 6.27 -5.54
C 2.02 6.75 -6.32
O 2.86 7.30 -5.30
C 2.52 6.72 -4.13
O 3.13 6.83 -3.11
O 1.39 5.98 -4.25
H 0.36 5.39 -5.97
H 0.06 7.05 -5.42
H 2.56 5.94 -6.81
H 1.77 7.51 -7.06
C -8.34 3.49 1.35
C -9.17 2.59 2.22
O -9.81 3.52 3.10
C -9.84 4.73 2.48
O -10.45 5.67 2.87
O -9.08 4.71 1.35
H -8.22 3.11 0.34
H -7.35 3.68 1.77
H -9.94 2.05 1.66
H -8.58 1.88 2.78
C 4.14 8.92 1.75
C 4.41 8.70 0.28
O 5.34 7.61 0.30
C 5.17 6.94 1.46
O 5.67 5.89 1.71
O 4.35 7.62 2.30
H 3.13 9.27 1.94
H 4.85 9.62 2.20
H 3.52 8.39 -0.27
H 4.84 9.57 -0.21